No. 1
# C32H51BN2O18

A 7-piece molecular cluster, C32H51BN2O18 overall (ωB97M-V/def2-TZVPD, OMol25).

Geometry as XYZ:
```
104
Properties=species:S:1:pos:R:3:lowdin_charge:R:1
C 0.012 -1.176 -3.794 -0.053
C 1.115 -1.200 -2.650 -0.199
O 0.647 -0.328 -1.572 0.047
B 1.208 -0.851 -0.377 -0.687
O 0.316 -1.348 0.588 0.159
O 2.633 -0.860 -0.293 0.196
C 3.095 -0.651 1.020 -0.399
O 3.638 0.409 1.213 0.151
N 2.990 -1.654 2.069 -0.059
C 2.718 -1.059 3.405 -0.165
C 1.204 -0.716 3.690 -0.146
C 0.954 0.871 3.708 -0.144
C -0.255 1.328 2.782 -0.225
O 0.200 2.356 1.859 -0.112
N 4.183 -2.420 2.222 0.143
C 4.750 -2.704 1.151 -0.268
O 5.302 -2.992 0.171 0.201
H 0.463 -1.118 -4.819 0.038
H -0.637 -2.090 -3.800 0.070
H -0.611 -0.261 -3.604 0.097
H 1.218 -2.269 -2.310 0.129
H 2.065 -0.799 -3.119 0.127
H 0.442 -2.311 0.673 0.129
H 3.327 -0.152 3.654 0.122
H 3.017 -1.843 4.158 0.102
H 0.464 -1.267 3.056 0.096
H 1.005 -1.045 4.755 0.104
H 1.913 1.432 3.493 0.112
H 0.678 1.178 4.763 0.111
H -1.035 1.829 3.449 0.108
H -0.704 0.426 2.277 0.112
H 0.917 1.993 1.309 0.083
O 6.497 3.836 -3.127 0.115
C 6.475 2.919 -2.354 -0.487
C 7.484 1.798 -2.278 -0.084
C 6.756 0.769 -1.433 -0.163
C 5.863 1.634 -0.568 -0.155
O 5.538 2.772 -1.382 0.037
H 8.387 2.166 -1.786 0.131
H 7.717 1.414 -3.270 0.124
H 7.420 0.124 -0.856 0.116
H 6.143 0.132 -2.077 0.119
H 6.372 1.985 0.335 0.133
H 4.950 1.116 -0.278 0.093
O -1.750 -3.742 -1.137 0.116
C -2.743 -3.414 -1.728 -0.475
C -4.138 -3.934 -1.477 -0.079
C -4.872 -3.493 -2.730 -0.163
C -4.115 -2.242 -3.126 -0.151
O -2.762 -2.473 -2.706 0.011
H -4.538 -3.458 -0.580 0.134
H -4.138 -5.017 -1.370 0.127
H -5.938 -3.320 -2.578 0.117
H -4.762 -4.254 -3.507 0.120
H -4.489 -1.350 -2.617 0.130
H -4.140 -2.071 -4.202 0.130
O 3.175 -0.745 6.582 0.124
C 4.028 -1.550 6.831 -0.474
C 4.499 -1.947 8.209 -0.076
C 5.805 -2.659 7.906 -0.162
C 5.557 -3.217 6.521 -0.157
O 4.685 -2.273 5.884 0.008
H 3.762 -2.618 8.656 0.135
H 4.652 -1.072 8.837 0.129
H 6.069 -3.424 8.637 0.118
H 6.620 -1.931 7.873 0.121
H 5.058 -4.190 6.547 0.129
H 6.478 -3.310 5.945 0.127
O -0.387 -1.608 -6.634 0.104
C 0.490 -2.146 -7.249 -0.472
C 1.946 -2.206 -6.852 -0.087
C 2.613 -2.634 -8.146 -0.162
C 1.523 -3.442 -8.820 -0.162
O 0.291 -2.835 -8.405 0.031
H 2.069 -2.951 -6.063 0.136
H 2.301 -1.232 -6.518 0.129
H 3.537 -3.195 -8.001 0.118
H 2.846 -1.752 -8.748 0.122
H 1.521 -4.487 -8.499 0.127
H 1.599 -3.407 -9.907 0.126
O -3.161 2.381 3.610 0.098
C -3.533 2.953 2.620 -0.474
C -2.843 2.921 1.290 -0.080
C -3.489 4.085 0.560 -0.145
C -4.865 4.134 1.189 -0.174
O -4.672 3.689 2.546 0.026
H -3.055 1.967 0.801 0.142
H -1.772 3.063 1.408 0.099
H -3.513 3.967 -0.523 0.121
H -2.944 5.006 0.786 0.122
H -5.569 3.464 0.700 0.104
H -5.279 5.141 1.188 0.121
O -7.163 4.345 -0.476 0.105
C -8.297 4.466 -0.105 -0.466
C -8.736 4.875 1.280 -0.075
C -10.202 4.480 1.279 -0.162
C -10.573 4.617 -0.183 -0.161
O -9.379 4.289 -0.907 0.033
H -8.605 5.954 1.391 0.137
H -8.174 4.340 2.044 0.129
H -10.822 5.087 1.940 0.118
H -10.301 3.437 1.591 0.121
H -10.869 5.637 -0.443 0.128
H -11.373 3.934 -0.468 0.126
```

Properties
- HOMO-LUMO gap: 9.574 eV
- Total energy: -2738.6960 hartree
- SMILES: CCOB(O)OC(=O)N(CCCCO)N=C=O.O=C1CCCO1.O=C1CCCO1.O=C1CCCO1.O=C1CCCO1.O=C1CCCO1.O=C1CCCO1
- Molar mass: 762.57 Da
- 2S+1: 1
- HOMO level: -9.091 eV

No. 2
# C32H51N4O2

A 2-piece molecular cluster, C32H51N4O2 overall (ωB97M-V/def2-TZVPD, OMol25).

Geometry as XYZ:
```
89
Properties=species:S:1:pos:R:3:lowdin_charge:R:1
C 3.498 -0.128 2.041 -0.043
C 2.872 -0.064 0.669 -0.366
C 3.299 1.144 -0.134 -0.069
N 1.420 0.032 0.763 -0.039
N 0.856 1.151 0.363 0.104
N -0.492 0.952 0.520 -0.006
C -1.234 2.238 0.707 -0.365
C -0.846 3.090 -0.482 -0.052
C -0.822 2.867 2.028 -0.040
C -0.748 -0.305 0.964 -0.107
C -2.173 -0.829 0.897 -0.536
C -2.167 -2.356 0.843 -0.059
C -2.866 -0.338 -0.383 -0.035
C -2.920 -0.336 2.137 -0.035
C 0.508 -0.934 1.203 -0.208
C 0.883 -2.160 1.738 -0.031
H 4.589 -0.175 1.960 0.093
H 3.229 0.763 2.615 0.096
H 3.160 -1.006 2.595 0.030
H 3.075 -1.000 0.135 0.149
H 4.380 1.123 -0.295 0.087
H 2.806 1.153 -1.108 0.084
H 3.039 2.070 0.385 0.081
H -2.304 2.025 0.706 0.109
H -1.256 4.102 -0.384 0.089
H 0.246 3.150 -0.543 0.076
H -1.231 2.660 -1.413 0.085
H -1.292 3.852 2.142 0.090
H -1.124 2.236 2.872 0.079
H 0.269 2.999 2.044 0.084
H -1.830 -2.784 1.795 0.064
H -3.183 -2.731 0.646 0.091
H -1.512 -2.699 0.030 0.099
H -2.907 0.753 -0.450 0.063
H -2.346 -0.726 -1.269 0.100
H -3.902 -0.711 -0.393 0.094
H -2.958 0.761 2.169 0.070
H -3.948 -0.720 2.120 0.091
H -2.416 -0.691 3.047 0.092
H 0.107 -2.888 1.913 -0.008
H 1.927 -2.452 1.663 0.027
C 5.070 0.567 6.537 -0.055
O 3.808 0.045 7.004 -0.091
C 3.189 -0.958 6.319 -0.254
C 1.867 -1.267 6.719 0.005
C 1.106 -2.119 5.959 -0.022
C 1.670 -2.804 4.855 -0.223
C 0.869 -3.772 4.112 -0.015
C 1.129 -5.111 4.166 -0.161
C 0.124 -6.193 3.901 -0.041
N -0.223 -7.075 5.133 -0.188
C 0.182 -6.488 6.485 -0.067
C -0.186 -7.447 7.608 -0.111
C -0.939 -8.661 7.063 -0.291
C -2.162 -8.135 6.310 -0.115
C -1.737 -7.245 5.152 -0.089
C -0.028 -9.388 6.072 -0.112
C 0.421 -8.448 4.962 -0.074
C 2.533 -5.635 4.404 -0.388
C 3.378 -5.910 3.195 0.005
O 2.972 -5.889 5.539 0.060
C 3.002 -2.536 4.497 -0.057
C 3.774 -1.650 5.237 -0.008
H 5.327 1.336 7.268 0.095
H 5.839 -0.217 6.522 0.091
H 4.976 1.017 5.538 0.095
H 1.475 -0.774 7.604 0.123
H 0.059 -2.309 6.216 0.118
H -0.128 -3.469 3.770 0.110
H -0.833 -5.792 3.521 0.137
H 0.485 -6.896 3.128 0.138
H 1.262 -6.317 6.491 0.108
H -0.327 -5.515 6.571 0.147
H 0.732 -7.757 8.121 0.131
H -0.794 -6.905 8.337 0.128
H -1.238 -9.329 7.875 0.153
H -2.765 -8.956 5.913 0.128
H -2.795 -7.549 6.980 0.127
H -2.147 -6.231 5.238 0.140
H -2.022 -7.660 4.178 0.142
H 0.860 -9.784 6.575 0.130
H -0.551 -10.233 5.615 0.127
H 0.114 -8.814 3.973 0.137
H 1.509 -8.288 4.953 0.140
H 2.796 -5.779 2.275 0.092
H 4.225 -5.205 3.203 0.100
H 3.767 -6.940 3.263 0.100
H 3.414 -3.012 3.604 0.110
H 4.814 -1.472 4.957 0.112
```

Properties
- Net charge: +1
- HOMO-LUMO gap: 5.771 eV
- Total energy: -1619.0792 hartree
- Molar mass: 523.79 Da
- 2S+1: 1
- HOMO level: -7.832 eV

No. 3
# C32H52BO25

A 9-piece molecular cluster, C32H52BO25 overall (ωB97M-V/def2-TZVPD, OMol25).

Geometry as XYZ:
```
110
Properties=species:S:1:pos:R:3:lowdin_charge:R:1
B -2.184 5.635 0.203 -0.558
O -1.865 6.015 -1.251 -0.249
H -1.856 6.593 0.900 -0.025
H -3.392 5.408 0.293 -0.016
H -1.546 4.623 0.524 -0.018
H -1.843 5.195 -1.736 -0.040
C -1.037 0.043 -0.766 -0.019
C -0.946 0.985 0.410 -0.323
C -0.900 0.336 1.775 -0.099
O -1.507 1.334 2.604 0.043
C -2.326 2.095 1.822 -0.568
O -3.082 2.910 2.235 0.159
O -2.128 1.792 0.514 0.073
H -0.230 -0.691 -0.746 0.091
H -1.993 -0.482 -0.776 0.087
H -0.971 0.601 -1.699 0.072
H -0.098 1.667 0.279 0.156
H 0.104 0.128 2.140 0.094
H -1.502 -0.577 1.820 0.141
C 4.103 1.656 6.105 -0.011
C 2.876 1.495 5.247 -0.301
C 1.682 0.847 5.920 -0.092
O 1.033 0.195 4.823 0.081
C 1.961 -0.061 3.883 -0.550
O 1.773 -0.747 2.924 0.125
O 3.121 0.569 4.164 0.091
H 3.865 2.190 7.025 0.068
H 4.524 0.680 6.354 0.095
H 4.870 2.217 5.571 0.088
H 2.591 2.451 4.802 0.165
H 1.006 1.561 6.381 0.135
H 1.967 0.088 6.652 0.133
C -3.190 3.563 -3.952 -0.004
C -3.286 2.171 -4.516 -0.316
C -4.641 1.525 -4.319 -0.091
O -4.319 0.128 -4.223 0.046
C -3.039 0.045 -3.778 -0.571
O -2.527 -0.960 -3.392 0.140
O -2.439 1.243 -3.807 0.085
H -3.986 4.199 -4.346 0.100
H -3.264 3.543 -2.862 0.107
H -2.242 4.015 -4.196 0.051
H -2.985 2.150 -5.565 0.149
H -5.325 1.697 -5.148 0.128
H -5.118 1.833 -3.386 0.145
C 0.293 0.924 11.938 -0.022
C 0.614 1.672 10.669 -0.323
C 0.932 0.798 9.476 -0.092
O 1.832 1.621 8.726 0.022
C 2.440 2.467 9.597 -0.551
O 3.377 3.147 9.327 0.168
O 1.835 2.421 10.804 0.091
H -0.508 0.204 11.764 0.092
H 1.176 0.397 12.303 0.093
H -0.026 1.611 12.721 0.087
H -0.184 2.380 10.428 0.161
H 0.058 0.555 8.875 0.143
H 1.449 -0.124 9.755 0.143
C 3.712 -2.299 1.365 -0.022
C 4.856 -3.260 1.161 -0.315
C 5.004 -3.803 -0.242 -0.090
O 5.589 -5.095 -0.015 0.052
C 5.224 -5.496 1.226 -0.573
O 5.383 -6.598 1.650 0.148
O 4.658 -4.479 1.909 0.089
H 3.767 -1.480 0.647 0.101
H 2.754 -2.806 1.254 0.099
H 3.739 -1.877 2.365 0.065
H 5.794 -2.811 1.502 0.156
H 5.659 -3.199 -0.866 0.141
H 4.046 -3.937 -0.749 0.127
C 3.477 4.761 -3.883 -0.029
C 1.991 4.919 -4.086 -0.323
C 1.145 4.611 -2.870 -0.073
O -0.065 4.140 -3.470 0.057
C 0.223 3.642 -4.681 -0.552
O -0.538 3.004 -5.344 0.152
O 1.493 3.955 -5.038 0.083
H 3.805 5.345 -3.023 0.090
H 3.728 3.711 -3.722 0.090
H 4.027 5.099 -4.762 0.081
H 1.759 5.914 -4.475 0.158
H 0.934 5.472 -2.238 0.144
H 1.566 3.809 -2.258 0.142
C -8.365 -3.392 -5.682 -0.025
C -8.460 -1.923 -6.011 -0.334
C -7.134 -1.195 -6.057 -0.095
O -7.504 0.130 -5.668 0.052
C -8.620 0.046 -4.903 -0.557
O -9.073 0.936 -4.264 0.171
O -9.144 -1.205 -4.972 0.082
H -7.673 -3.891 -6.362 0.089
H -8.021 -3.530 -4.657 0.095
H -9.341 -3.872 -5.769 0.083
H -9.018 -1.772 -6.940 0.155
H -6.685 -1.182 -7.048 0.139
H -6.410 -1.581 -5.336 0.139
C 3.466 -8.442 -3.363 -0.022
C 3.398 -7.103 -4.055 -0.332
C 4.736 -6.429 -4.272 -0.097
O 4.392 -5.041 -4.233 0.062
C 3.266 -4.918 -3.484 -0.563
O 2.826 -3.887 -3.091 0.164
O 2.724 -6.134 -3.237 0.087
H 4.151 -9.108 -3.888 0.089
H 3.802 -8.320 -2.332 0.094
H 2.482 -8.911 -3.334 0.086
H 2.847 -7.183 -4.996 0.157
H 5.193 -6.675 -5.228 0.136
H 5.442 -6.638 -3.464 0.140
```

Properties
- Net charge: -1
- HOMO-LUMO gap: 5.086 eV
- Total energy: -3156.5705 hartree
- Molar mass: 847.56 Da
- 2S+1: 1
- HOMO level: -3.424 eV

No. 4
# C32H52ClF16O6PSi

A 3-piece molecular cluster, C32H52ClF16O6PSi overall (ωB97M-V/def2-TZVPD, OMol25).

Geometry as XYZ:
```
109
Properties=species:S:1:pos:R:3:lowdin_charge:R:1
C 9.420 -2.589 2.123 -0.120
C 10.392 -2.085 1.053 -0.250
C 9.753 -1.541 -0.246 -0.214
C 8.324 -1.022 -0.142 -0.229
C 8.203 0.348 0.533 -0.218
C 6.994 1.154 0.064 -0.211
C 5.646 0.460 0.353 -0.208
C 4.617 1.392 1.005 -0.212
C 3.427 0.654 1.626 -0.206
C 2.220 0.561 0.688 -0.214
C 1.373 1.835 0.661 -0.193
C 0.563 2.086 1.948 -0.197
C -0.941 1.797 1.823 -0.258
C -1.320 0.363 2.244 -0.263
Si -3.048 -0.144 1.767 0.603
C -3.085 -0.960 0.062 -0.252
C -3.757 -0.145 -1.055 -0.241
C -3.916 -0.968 -2.352 -0.085
C -5.353 -1.366 -2.581 -0.481
O -6.235 -0.558 -2.622 0.151
O -5.615 -2.693 -2.783 -0.054
C -5.701 -3.478 -1.570 -0.205
C -4.492 -4.380 -1.403 -0.058
C -3.653 -1.433 3.049 -0.246
C -4.888 -2.130 2.626 -0.867
O -4.957 -3.019 1.836 0.023
Cl -6.400 -1.501 3.340 0.652
P -4.458 1.634 1.949 0.611
O -3.946 2.658 2.907 -0.511
H 9.951 -3.231 2.828 0.068
H 8.635 -3.206 1.684 0.069
H 8.967 -1.780 2.694 0.064
H 11.037 -2.926 0.787 0.096
H 11.051 -1.341 1.505 0.099
H 10.393 -0.743 -0.629 0.103
H 9.782 -2.334 -0.998 0.103
H 7.674 -1.741 0.356 0.094
H 7.925 -0.929 -1.158 0.114
H 8.177 0.257 1.623 0.109
H 9.108 0.926 0.313 0.110
H 7.094 1.323 -1.010 0.108
H 7.000 2.122 0.569 0.103
H 5.776 -0.445 0.949 0.103
H 5.226 0.127 -0.602 0.111
H 4.263 2.095 0.247 0.110
H 5.123 1.976 1.779 0.108
H 3.121 1.152 2.549 0.101
H 3.724 -0.356 1.922 0.106
H 2.581 0.365 -0.328 0.109
H 1.587 -0.289 0.957 0.097
H 2.004 2.699 0.445 0.104
H 0.669 1.747 -0.172 0.103
H 0.649 3.138 2.205 0.077
H 0.976 1.539 2.799 0.110
H -1.241 1.993 0.787 0.100
H -1.513 2.498 2.431 0.084
H -0.605 -0.336 1.798 0.073
H -1.190 0.282 3.326 0.090
H -3.620 -1.909 0.162 0.051
H -2.054 -1.192 -0.214 0.088
H -3.149 0.734 -1.275 0.108
H -4.737 0.207 -0.737 0.086
H -3.623 -0.371 -3.217 0.131
H -3.272 -1.844 -2.349 0.108
H -5.791 -2.807 -0.712 0.111
H -6.622 -4.054 -1.626 0.121
H -4.394 -5.024 -2.279 0.075
H -4.582 -4.993 -0.509 0.083
H -3.586 -3.780 -1.342 0.061
H -2.881 -2.183 3.214 0.103
H -3.834 -0.898 3.983 0.079
H -4.735 2.152 0.664 -0.019
H -5.697 1.085 2.341 -0.049
F 1.126 6.151 5.153 0.103
C 0.493 5.921 3.988 -0.301
F 0.281 4.588 3.882 0.088
C 1.335 6.359 2.785 -0.439
F 2.455 5.610 2.709 0.135
F 0.559 6.049 1.703 0.097
C 1.676 7.849 2.627 -0.039
O 2.966 8.282 3.015 0.050
C 3.251 8.765 4.262 -0.549
F 2.155 8.910 5.024 0.157
F 3.790 9.996 4.100 0.142
C 4.326 7.924 4.960 -0.289
F 3.925 6.645 5.086 0.104
F 4.538 8.432 6.194 0.101
H -0.474 6.430 3.993 0.176
H 1.673 8.004 1.549 0.149
H 0.891 8.486 3.035 0.148
H 5.254 7.957 4.387 0.175
F -7.381 -7.434 -6.042 0.099
C -8.006 -6.945 -4.954 -0.309
F -9.239 -7.499 -4.896 0.097
C -8.159 -5.423 -5.028 -0.436
F -8.967 -5.092 -6.056 0.140
F -8.804 -5.093 -3.869 0.099
C -6.889 -4.558 -5.045 -0.043
O -6.442 -4.053 -6.291 0.058
C -5.555 -4.712 -7.090 -0.549
F -5.047 -5.813 -6.509 0.155
F -4.517 -3.871 -7.318 0.137
C -6.154 -5.020 -8.467 -0.288
F -7.255 -5.785 -8.351 0.104
F -5.236 -5.695 -9.196 0.098
H -7.451 -7.231 -4.056 0.171
H -7.163 -3.661 -4.493 0.138
H -6.078 -5.020 -4.481 0.139
H -6.412 -4.089 -8.977 0.175
```

Properties
- HOMO-LUMO gap: 10.067 eV
- Total energy: -4390.8909 hartree
- SMILES: CCCCCCCCCCCCCC[Si@@](CCCC(=O)OCC)(CC(=O)Cl)[PH2]=O.FC(F)C(F)(F)COC(F)(F)C(F)F.FC(F)C(F)(F)COC(F)(F)C(F)F
- Molar mass: 931.24 Da
- 2S+1: 1
- HOMO level: -9.771 eV